{
  "formula": "C2H6N2",
  "method": "ωB97M-V/def2-TZVPD",
  "elements": ["C", "N", "H", "H", "H", "C", "N", "H", "H", "H"],
  "positions_angstrom": [[0.193, -0.105, -3.492], [0.753, -0.733, -2.558], [0.411, -0.221, -4.578], [-0.475, 0.789, -3.402], [0.189, -1.349, -1.989], [-0.399, 0.679, 3.137], [-0.286, -0.574, 3.029], [-1.384, 1.106, 2.951], [0.379, 1.319, 3.541], [0.618, -0.909, 3.360]],
  "nbo_charge": [0.1019, -0.7382, 0.1231, 0.1105, 0.4026, -0.0479, -0.5890, 0.1613, 0.1462, 0.3296],
  "e_homo_ev": -8.5,
  "e_tot_ev": -5147.9837,
  "de_lowest_kcal_mol": 90.77,
  "smiles": "C=N.C=N",
  "orbital_gap_ev": 9.06
}